No. 1
Computed, not measured: a structure of composition C4H3N2O3 in a non-equilibrium geometry, with ωB97M-V with the def2-TZVPD basis set.

Computed properties:
total charge: -1
E_HOMO (alpha / beta): -4.136 / -4.129 eV
energy above the lowest of the compared OMol25 structures with the same formula, charge and spin: 93.3 kcal/mol
E: -13317.554 eV

Positions of all 12 atoms, in Å:
C: -0.956 1.458 0.582
C: 0.155 0.601 0.968
C: -0.758 0.179 -1.167
C: 1.039 -1.353 -0.261
N: -1.403 1.278 -0.610
N: 0.171 -0.238 -0.208
O: -1.700 2.610 1.750
O: 0.876 0.463 1.922
O: -0.930 -0.334 -2.259
H: 1.912 -1.102 -0.749
H: 1.195 -1.503 0.855
H: 0.400 -2.059 -0.823

---

No. 2
Computed, not measured: a structure of composition C23H54AlO18P3 in a non-equilibrium geometry, with ωB97M-V with the def2-TZVPD basis set.

Computed properties:
total charge: +2
E_HOMO: -15.130 eV
energy above the lowest of the compared OMol25 structures with the same formula, charge and spin: 59.3 kcal/mol
E: -96031.203 eV

Positions of all 99 atoms, in Å:
Al: -0.321 0.475 -0.513
O: -3.382 3.975 0.695
C: -2.679 2.875 0.412
O: -2.243 2.707 -0.727
O: -2.495 2.084 1.332
H: -3.487 3.745 1.621
C: 5.666 -2.961 -0.919
C: 4.542 -1.946 -1.034
O: 4.861 -0.719 -0.272
P: 3.825 -0.143 0.856
O: 2.452 -0.037 0.305
O: 4.066 -1.153 2.081
C: 5.355 -1.355 2.584
C: 5.356 -1.449 4.107
O: 4.597 1.204 1.252
C: 4.475 2.308 0.397
C: 5.723 2.254 -0.501
H: 5.444 -3.801 -1.577
H: 6.592 -2.682 -1.422
H: 5.832 -3.382 0.072
H: 4.515 -1.620 -2.073
H: 3.557 -2.373 -0.845
H: 6.006 -2.071 2.082
H: 5.936 -0.459 2.367
H: 4.804 -2.347 4.386
H: 6.352 -1.636 4.509
H: 4.849 -0.583 4.533
H: 3.570 2.399 -0.203
H: 4.388 3.182 1.041
H: 5.979 3.201 -0.976
H: 6.632 1.940 0.011
H: 5.631 1.492 -1.274
C: -5.031 0.144 4.274
C: -4.275 -0.053 3.024
O: -3.948 -1.438 2.910
P: -3.424 -2.001 1.472
O: -2.467 -1.115 0.742
O: -2.898 -3.472 1.904
C: -2.354 -4.298 0.940
C: -2.966 -5.744 1.047
O: -4.797 -2.369 0.652
C: -6.014 -2.892 1.167
C: -6.431 -3.935 0.100
H: -5.821 -0.607 4.273
H: -4.552 -0.063 5.230
H: -5.446 1.152 4.279
H: -4.739 0.437 2.168
H: -3.348 0.517 3.079
H: -2.715 -3.971 -0.035
H: -1.266 -4.324 1.013
H: -2.400 -6.287 1.804
H: -4.036 -5.828 1.236
H: -2.748 -6.202 0.082
H: -5.739 -3.328 2.128
H: -6.745 -2.088 1.251
H: -5.685 -4.729 0.092
H: -7.390 -4.419 0.284
H: -6.413 -3.457 -0.880
C: -1.357 -1.551 -5.857
C: -2.013 -0.227 -5.682
O: -1.033 0.794 -5.878
P: -0.707 1.915 -4.656
O: -0.712 1.502 -3.245
O: 0.735 2.503 -5.101
C: 0.887 3.098 -6.404
C: 1.265 2.121 -7.442
O: -1.706 3.163 -5.046
C: -2.330 3.860 -3.956
C: -1.242 4.601 -3.186
H: -0.559 -1.639 -5.119
H: -2.023 -2.383 -5.630
H: -0.965 -1.738 -6.857
H: -2.806 -0.042 -6.406
H: -2.546 -0.169 -4.733
H: 0.091 3.776 -6.710
H: 1.721 3.798 -6.355
H: 0.812 1.137 -7.321
H: 0.846 2.475 -8.384
H: 2.334 1.991 -7.609
H: -2.974 4.605 -4.423
H: -2.927 3.216 -3.309
H: -0.626 5.225 -3.833
H: -1.711 5.215 -2.417
H: -0.597 3.921 -2.630
C: 2.976 0.756 6.044
C: 2.076 -0.217 5.253
O: 1.897 0.192 3.890
C: 0.869 0.975 3.461
O: 0.538 1.081 2.272
O: 0.251 1.636 4.548
C: -0.888 2.406 4.269
H: 2.404 1.682 6.108
H: 3.880 1.035 5.503
H: 3.249 0.268 6.980
H: 1.103 -0.381 5.715
H: 2.533 -1.206 5.281
H: -1.401 2.946 5.065
H: -1.547 1.748 3.703
H: -0.546 3.156 3.555